Computed, not measured: a structure of composition C10H35Fe2NO12P at a distorted geometry, with ωB97M-V with the def2-TZVPD basis set.

Geometry (Å):
1 Fe 2.586 -1.567 0.465
2 Fe -0.485 -0.149 2.445
3 P 0.314 -0.405 -0.017
4 O 0.913 -1.031 1.286
5 O 1.696 -0.272 -0.627
6 O -0.444 0.727 0.736
7 O -0.576 -1.455 -0.681
8 C 3.208 2.473 -1.543
9 O 3.249 1.232 -2.128
10 H 3.548 2.293 -0.523
11 H 3.627 3.337 -2.059
12 H 2.161 2.739 -1.405
13 H 2.618 0.647 -1.702
14 C -1.968 3.589 1.038
15 O -0.954 3.336 0.123
16 H -2.851 2.991 0.813
17 H -1.729 3.396 2.084
18 H -2.233 4.644 0.981
19 H -0.796 2.389 0.130
20 C -3.152 0.532 -0.717
21 O -2.780 -0.482 -1.630
22 H -4.178 0.805 -0.966
23 H -3.123 0.272 0.341
24 H -2.482 1.383 -0.837
25 H -1.923 -0.827 -1.368
26 C -2.116 -4.156 -2.599
27 O -1.543 -3.877 -1.333
28 H -2.140 -3.241 -3.192
29 H -1.420 -4.901 -2.984
30 H -3.070 -4.682 -2.561
31 H -1.437 -2.924 -1.284
32 C 1.762 -4.581 -0.705
33 O 1.637 -3.235 -0.390
34 H 1.596 -4.668 -1.779
35 H 2.703 -5.026 -0.382
36 H 0.909 -5.002 -0.174
37 H 0.820 -2.898 -0.764
38 C 0.570 -0.696 -3.832
39 O 0.314 -1.909 -3.120
40 H 1.605 -0.666 -4.173
41 H -0.076 -0.551 -4.698
42 H 0.589 0.175 -3.178
43 H -0.109 -1.773 -2.269
44 C -3.184 -2.391 1.855
45 O -1.976 -1.656 1.695
46 H -3.095 -3.169 2.614
47 H -3.930 -1.652 2.147
48 H -3.450 -2.897 0.927
49 H -1.725 -1.579 0.772
50 C 0.899 2.322 3.859
51 O 0.509 1.186 3.576
52 N 1.733 3.014 3.047
53 C 2.152 4.378 3.440
54 C 2.322 2.492 1.787
55 H 0.537 2.925 4.706
56 H 2.080 4.985 2.537
57 H 3.188 4.279 3.761
58 H 1.507 4.807 4.207
59 H 2.019 1.470 1.561
60 H 2.164 3.060 0.871
61 H 3.410 2.441 1.816

## Properties
Frontier orbital gap (alpha / beta), hartree: 0.2673 / 0.2645
Largest force on an atom, eV Å⁻¹: 4.026
2S+1: 9
Total charge: +1

=====

Computed, not measured: a structure of composition C4H5NO2, with ωB97M-V with the def2-TZVPD basis set.

Geometry (Å):
1 N 0.437 1.326 0.938
2 C 0.152 0.232 0.091
3 C -1.224 0.106 -0.548
4 C -0.669 -1.056 0.160
5 O 0.278 -1.750 -0.680
6 C 1.150 -0.682 -0.549
7 O 2.334 -0.679 -0.698
8 H 0.686 2.100 0.328
9 H 1.240 1.139 1.531
10 H -1.952 0.658 0.046
11 H -1.371 0.129 -1.623
12 H -1.059 -1.612 1.002

## Properties
Frontier orbital gap, hartree: 0.3944
Largest force on an atom, eV Å⁻¹: 0.671

=====

Computed, not measured: a structure of composition C27H49AsCaN3O3Si2 at a distorted geometry, with ωB97M-V with the def2-TZVPD basis set.

Geometry (Å):
1 Ca -0.326 0.058 -0.085
2 C -1.524 -2.962 4.264
3 C -1.843 -1.806 5.218
4 C -3.306 -1.877 5.642
5 C -1.453 -0.474 4.602
6 C -0.102 -0.130 4.500
7 C 0.300 1.053 3.898
8 C -0.638 1.953 3.384
9 C -0.196 3.236 2.724
10 C -1.977 1.612 3.492
11 C -2.379 0.420 4.086
12 H -1.808 -3.920 4.706
13 H -0.459 -3.003 4.022
14 H -2.077 -2.849 3.328
15 H -1.228 -1.925 6.116
16 H -3.972 -1.866 4.776
17 H -3.587 -1.045 6.292
18 H -3.492 -2.808 6.182
19 H 0.648 -0.806 4.902
20 H 1.358 1.287 3.827
21 H 0.522 3.769 3.352
22 H -1.047 3.895 2.546
23 H 0.286 3.043 1.762
24 H -2.726 2.279 3.079
25 H -3.436 0.188 4.119
26 N 0.485 -1.730 1.532
27 C -0.504 -2.663 0.925
28 C -1.918 -2.023 0.872
29 O -2.866 -2.755 0.637
30 O -1.924 -0.755 1.104
31 H 1.309 -2.214 1.861
32 H 0.042 -1.295 2.339
33 H -0.609 -3.605 1.463
34 H -0.201 -2.907 -0.098
35 C -1.822 3.603 -2.545
36 Si -2.427 1.975 -1.861
37 C -2.753 2.255 -0.039
38 C -4.089 1.613 -2.633
39 N -1.250 0.759 -1.975
40 C -0.605 0.377 -3.128
41 C -1.128 0.666 -4.411
42 C -0.534 0.279 -5.602
43 C 0.649 -0.438 -5.564
44 C 1.201 -0.727 -4.318
45 C 0.641 -0.356 -3.088
46 N 1.309 -0.645 -1.838
47 Si 2.305 -2.070 -1.923
48 C 2.719 -2.930 -0.303
49 C 4.023 -1.773 -2.641
50 C 1.497 -3.459 -2.899
51 H -2.502 4.422 -2.279
52 H -1.713 3.585 -3.633
53 H -0.841 3.817 -2.106
54 H -3.465 3.076 0.097
55 H -1.829 2.541 0.484
56 H -3.152 1.359 0.447
57 H -4.849 2.276 -2.204
58 H -4.378 0.579 -2.415
59 H -4.097 1.745 -3.718
60 H -2.066 1.210 -4.456
61 H -1.003 0.532 -6.546
62 H 1.143 -0.769 -6.469
63 H 2.139 -1.260 -4.316
64 H 3.323 -2.383 0.421
65 H 3.307 -3.794 -0.638
66 H 1.837 -3.331 0.194
67 H 4.463 -0.832 -2.298
68 H 4.032 -1.739 -3.731
69 H 4.693 -2.584 -2.330
70 H 0.528 -3.150 -3.299
71 H 1.343 -4.329 -2.251
72 H 2.110 -3.780 -3.748
73 C 3.243 3.221 -0.218
74 As 2.381 1.577 -0.832
75 C 3.508 0.384 0.164
76 C 2.619 1.970 -2.690
77 O 0.907 1.781 -0.012
78 H 4.319 3.193 -0.409
79 H 3.058 3.325 0.850
80 H 2.807 4.075 -0.735
81 H 4.295 -0.076 -0.431
82 H 2.866 -0.384 0.583
83 H 3.936 0.993 0.956
84 H 3.575 2.485 -2.752
85 H 1.807 2.657 -2.933
86 H 2.565 1.106 -3.342

## Properties
Frontier orbital gap, hartree: 0.2147
Largest force on an atom, eV Å⁻¹: 1.640
Total charge: -1

=====

Computed, not measured: a structure of composition CH3Br3NO2PS at a distorted geometry, with ωB97M-V with the def2-TZVPD basis set.

Geometry (Å):
1 C -2.153 0.039 -0.106
2 N 0.253 0.280 -1.437
3 O 0.555 -0.500 1.059
4 O -0.628 1.921 0.430
5 P 1.831 -0.439 0.312
6 S -0.623 0.774 -0.381
7 Br 2.237 -1.912 -1.294
8 Br 3.404 -1.076 1.616
9 Br 2.674 1.508 -0.207
10 H -2.347 -0.175 0.930
11 H -3.158 0.523 -0.511
12 H -2.045 -0.941 -0.411

## Properties
Frontier orbital gap (alpha / beta), hartree: 0.2031 / 0.2600
Largest force on an atom, eV Å⁻¹: 7.585
2S+1: 3

=====

Computed, not measured: a structure of composition C11H19Cl3HfO4S at a distorted geometry, with ωB97M-V with the def2-TZVPD basis set.

Geometry (Å):
1 C -0.650 0.772 -2.195
2 C -1.493 -0.366 -2.093
3 C -0.677 -1.491 -1.794
4 C -2.957 -0.369 -2.255
5 C 0.681 -1.068 -1.819
6 C 0.699 0.329 -2.079
7 C 1.908 1.155 -2.235
8 C -1.096 2.164 -2.374
9 C -1.160 -2.847 -1.487
10 C 1.870 -1.915 -1.625
11 Hf 0.177 0.862 1.740
12 Cl -2.316 -0.210 1.066
13 Cl -0.822 2.954 1.118
14 Cl 0.871 -1.433 1.793
15 H -3.385 0.583 -1.923
16 H -3.413 -1.170 -1.665
17 H -3.236 -0.519 -3.310
18 H -2.102 -2.793 -0.927
19 H -0.428 -3.379 -0.868
20 H -1.331 -3.433 -2.402
21 H 1.621 -2.806 -1.040
22 H 2.653 -1.363 -1.091
23 H 2.286 -2.245 -2.590
24 H 2.697 0.828 -1.547
25 H 1.686 2.211 -2.042
26 H 2.307 1.082 -3.260
27 H -2.060 2.317 -1.874
28 H -1.213 2.421 -3.438
29 H -0.381 2.862 -1.924
30 O 1.735 1.353 0.854
31 H 2.241 2.140 0.586
32 C 1.411 -0.031 5.608
33 S -0.099 0.829 5.183
34 O -1.193 -0.115 5.162
35 O -0.203 2.021 5.982
36 O 0.257 1.242 3.704
37 H 1.446 -0.160 6.694
38 H 2.249 0.585 5.267
39 H 1.418 -1.000 5.100

## Properties
Frontier orbital gap, hartree: 0.1427
Largest force on an atom, eV Å⁻¹: 4.312
Total charge: -2

=====

Computed, not measured: the molecule CHCl3N4 at a distorted geometry, with ωB97M-V with the def2-TZVPD basis set.

Geometry (Å):
1 C -0.831 -0.201 -0.996
2 N -0.492 -1.278 -0.385
3 N -0.454 0.943 -0.161
4 N 0.007 -0.927 0.823
5 N 0.316 0.404 0.928
6 Cl -0.359 2.586 -0.455
7 Cl 0.988 -2.112 1.575
8 Cl 2.204 0.600 0.596
9 H -1.379 -0.015 -1.926

## Properties
Frontier orbital gap, hartree: 0.3050
SMILES: ClN1C=NN(Cl)N1Cl
Largest force on an atom, eV Å⁻¹: 3.054

=====

Computed, not measured: a cluster of 3 separate species, C12H16O10 in total at a distorted geometry, with ωB97M-V with the def2-TZVPD basis set.

Geometry (Å):
1 C 0.368 -2.465 1.090
2 C 1.383 -1.691 0.451
3 C 2.231 -0.547 -0.425
4 O 2.086 0.773 0.206
5 C 1.114 1.627 -0.506
6 O 1.321 1.966 -1.808
7 O -0.073 2.179 0.189
8 C -1.131 1.170 0.351
9 O -1.894 0.889 -0.900
10 C -2.168 -0.566 -1.021
11 H -0.658 -2.936 1.478
12 H 1.851 -0.582 -1.545
13 H 3.358 -0.928 -0.468
14 H -1.938 1.615 1.109
15 H -0.754 0.155 0.845
16 H -2.510 -1.070 -0.019
17 H -3.017 -0.787 -1.828
18 H -1.223 -1.168 -1.393
19 C 3.661 -2.734 3.858
20 C 3.738 -3.855 4.843
21 O 2.490 -3.792 5.506
22 C 1.622 -3.166 4.659
23 O 0.417 -3.093 4.838
24 O 2.276 -2.636 3.585
25 H 4.223 -2.944 2.943
26 H 4.007 -1.784 4.278
27 H 3.832 -4.832 4.358
28 H 4.561 -3.730 5.552
29 C -2.076 3.574 -3.537
30 C -3.421 2.935 -3.403
31 O -4.191 3.587 -4.394
32 C -3.317 4.059 -5.330
33 O -3.647 4.525 -6.408
34 O -2.026 3.941 -4.903
35 H -1.262 2.887 -3.290
36 H -1.979 4.477 -2.925
37 H -3.398 1.862 -3.622
38 H -3.856 3.086 -2.411

## Properties
Frontier orbital gap, hartree: 0.3560
SMILES: C#CCOC(=O)OCOC.O=C1OCCO1.O=C1OCCO1
Largest force on an atom, eV Å⁻¹: 10.131

=====

Computed, not measured: a cluster of 2 separate species, C2HFO in total at a distorted geometry, with ωB97M-V with the def2-TZVPD basis set.

Geometry (Å):
1 C 0.694 -0.252 0.421
2 C -1.208 0.566 -0.414
3 O -2.229 0.325 -0.017
4 F 1.240 -1.311 -0.207
5 H 1.503 0.672 0.217

## Properties
Frontier orbital gap (alpha / beta), hartree: 0.3427 / 0.4011
Largest force on an atom, eV Å⁻¹: 4.620
2S+1: 3

=====

Computed, not measured: a structure of composition C59H41AsF9N4O2PZn at a distorted geometry, with ωB97M-V with the def2-TZVPD basis set.

Geometry (Å):
1 Zn -0.548 -1.076 -1.247
2 C 8.952 8.408 -0.857
3 O 7.555 8.567 -1.019
4 C 6.789 7.492 -1.215
5 C 7.263 6.178 -1.311
6 C 6.388 5.133 -1.495
7 C 5.006 5.347 -1.582
8 C 4.537 6.671 -1.518
9 C 5.406 7.714 -1.328
10 C 4.087 4.253 -1.713
11 N 2.776 4.355 -1.869
12 C 2.299 3.097 -1.891
13 C 3.349 2.171 -1.727
14 N 4.471 2.934 -1.629
15 C 3.134 0.786 -1.595
16 C 4.129 -0.178 -1.342
17 C 3.769 -1.494 -1.194
18 C 2.419 -1.841 -1.247
19 N 1.463 -0.955 -1.463
20 C 1.784 0.337 -1.672
21 C 0.718 1.254 -1.964
22 N -0.520 0.744 -2.153
23 C -1.518 1.566 -2.423
24 C -1.370 2.952 -2.491
25 C -0.123 3.501 -2.300
26 C 0.960 2.647 -2.054
27 H 9.346 9.399 -0.645
28 H 9.426 8.024 -1.766
29 H 9.172 7.747 -0.014
30 H 8.320 5.977 -1.256
31 H 6.808 4.141 -1.579
32 H 3.478 6.850 -1.615
33 H 5.055 8.732 -1.275
34 H 5.420 2.607 -1.547
35 H 5.163 0.116 -1.255
36 H 4.510 -2.260 -1.040
37 H 2.112 -2.869 -1.119
38 H -2.478 1.107 -2.607
39 H -2.234 3.565 -2.689
40 H 0.061 4.563 -2.350
41 O -1.382 -0.462 0.356
42 As -1.239 0.844 1.394
43 C 0.662 1.220 1.497
44 C 1.432 0.115 1.844
45 C 2.808 0.228 1.920
46 C 3.411 1.452 1.665
47 C 2.645 2.558 1.336
48 C 1.265 2.442 1.241
49 C -2.427 2.245 0.771
50 C -2.285 3.559 1.197
51 C -3.211 4.512 0.803
52 C -4.281 4.153 -0.002
53 C -4.428 2.840 -0.419
54 C -3.503 1.885 -0.031
55 C -1.901 0.366 3.150
56 C -3.254 0.053 3.220
57 C -3.842 -0.203 4.445
58 C -3.079 -0.126 5.600
59 C -1.732 0.191 5.532
60 C -1.133 0.440 4.305
61 H 0.931 -0.827 2.059
62 H 3.414 -0.622 2.196
63 H 4.485 1.542 1.738
64 H 3.117 3.517 1.171
65 H 0.660 3.303 0.986
66 H -1.452 3.828 1.836
67 H -3.093 5.537 1.120
68 H -5.001 4.901 -0.298
69 H -5.259 2.563 -1.053
70 H -3.598 0.852 -0.353
71 H -3.837 0.027 2.303
72 H -4.892 -0.449 4.498
73 H -3.536 -0.316 6.558
74 H -1.139 0.236 6.431
75 H -0.080 0.697 4.254
76 F 1.549 -8.887 -2.302
77 C 0.360 -8.836 -1.695
78 F 0.486 -9.468 -0.522
79 F -0.501 -9.545 -2.436
80 C -0.130 -7.419 -1.508
81 C 0.494 -6.363 -2.156
82 C 0.018 -5.075 -1.970
83 C -1.072 -4.854 -1.140
84 C -1.704 -5.923 -0.503
85 C -1.235 -7.208 -0.689
86 P -1.719 -3.184 -0.813
87 C -1.730 -3.241 1.012
88 C -0.453 -3.310 1.573
89 C -0.288 -3.329 2.941
90 C -1.410 -3.274 3.762
91 C -2.683 -3.230 3.216
92 C -2.844 -3.214 1.838
93 C -1.177 -3.277 5.251
94 F -2.295 -3.104 5.957
95 F -0.609 -4.415 5.662
96 F -0.333 -2.285 5.600
97 C -3.405 -3.244 -1.485
98 C -4.366 -2.326 -1.068
99 C -5.605 -2.297 -1.680
100 C -5.871 -3.160 -2.738
101 C -4.914 -4.067 -3.170
102 C -3.682 -4.109 -2.544
103 C -7.216 -3.084 -3.423
104 F -7.612 -1.809 -3.557
105 F -8.165 -3.712 -2.717
106 F -7.198 -3.625 -4.641
107 H 1.343 -6.548 -2.796
108 H 0.486 -4.243 -2.481
109 H -2.560 -5.743 0.132
110 H -1.715 -8.043 -0.202
111 H 0.414 -3.359 0.924
112 H 0.696 -3.390 3.382
113 H -3.542 -3.211 3.868
114 H -3.842 -3.191 1.427
115 H -4.134 -1.628 -0.275
116 H -6.361 -1.597 -1.359
117 H -5.122 -4.724 -4.001
118 H -2.934 -4.807 -2.892

## Properties
Frontier orbital gap, hartree: 0.2287
Largest force on an atom, eV Å⁻¹: 1.581
Total charge: +2

=====

Computed, not measured: the molecule C17H18BrFN2O3S2, with ωB97M-V with the def2-TZVPD basis set.

Geometry (Å):
1 O -0.109 -2.760 -1.508
2 C -0.507 -1.618 -1.604
3 N -0.342 -0.939 -2.762
4 H 0.107 -1.479 -3.491
5 C -0.669 0.425 -3.126
6 C 0.497 1.040 -3.859
7 C 0.619 0.882 -5.234
8 C 1.705 1.401 -5.914
9 C 2.674 2.079 -5.197
10 C 2.583 2.249 -3.827
11 C 1.489 1.722 -3.165
12 H 1.406 1.849 -2.096
13 H 3.356 2.783 -3.300
14 F 3.734 2.591 -5.850
15 H 1.808 1.288 -6.982
16 H -0.147 0.352 -5.782
17 H -1.557 0.430 -3.772
18 H -0.887 1.004 -2.229
19 C -1.184 -0.892 -0.446
20 H -1.907 -0.163 -0.821
21 C -1.913 -1.901 0.445
22 C -2.496 -1.196 1.664
23 N -1.429 -0.538 2.391
24 S -1.758 -0.069 3.955
25 O -2.682 -1.000 4.522
26 O -2.030 1.335 4.048
27 C -0.163 -0.346 4.682
28 C 0.642 0.545 5.323
29 C 1.843 -0.036 5.781
30 C 1.906 -1.361 5.469
31 S 0.505 -1.925 4.616
32 Br 3.310 -2.525 5.870
33 H 2.614 0.492 6.312
34 H 0.369 1.575 5.456
35 C -0.745 0.470 1.615
36 C -0.110 -0.181 0.389
37 H 0.623 -0.922 0.714
38 H 0.406 0.578 -0.201
39 H 0.016 0.919 2.257
40 H -1.443 1.264 1.311
41 H -2.957 -1.904 2.353
42 H -3.257 -0.465 1.350
43 H -1.206 -2.668 0.758
44 H -2.714 -2.384 -0.115

## Properties
Frontier orbital gap, hartree: 0.3485
SMILES: O=C(NCc1ccc(F)cc1)C1CCN(S(=O)(=O)c2ccc(Br)s2)CC1
Largest force on an atom, eV Å⁻¹: 0.906

=====

Computed, not measured: a cluster of 2 separate species, C6H15NO in total at a distorted geometry, with ωB97M-V with the def2-TZVPD basis set.

Geometry (Å):
1 C -0.861 -2.214 -0.335
2 C -1.886 -1.084 -0.460
3 C -1.173 0.166 -1.070
4 C -0.585 1.054 0.087
5 N 2.386 -0.183 2.259
6 C 1.111 0.197 1.857
7 C 0.717 0.591 0.562
8 H -1.459 -3.116 -0.216
9 H -0.477 -2.451 -1.358
10 H -0.208 -2.131 0.540
11 H -2.674 -1.463 -1.074
12 H -2.341 -0.818 0.476
13 H -1.927 0.761 -1.563
14 H -0.290 -0.204 -1.664
15 H -0.311 2.131 -0.201
16 H -1.254 0.933 1.124
17 H 3.197 0.239 1.897
18 H 2.391 -0.529 3.231
19 H 0.400 0.121 2.693
20 H 1.371 0.488 -0.406
21 H 1.840 2.246 -1.622
22 H 0.632 2.380 -2.587
23 O 1.404 2.887 -2.170

## Properties
Frontier orbital gap (alpha / beta), hartree: 0.3830 / 0.2761
Largest force on an atom, eV Å⁻¹: 4.226
2S+1: 2
Total charge: +1

=====

Computed, not measured: the ion C4H11N2 with charge +1 at a distorted geometry, with ωB97M-V with the def2-TZVPD basis set.

Geometry (Å):
1 C -0.825 -0.521 -0.486
2 C -1.434 -1.288 0.632
3 C 0.581 1.538 -1.085
4 C 0.872 0.414 1.110
5 N 0.454 -0.935 -1.064
6 N 0.399 0.327 -0.315
7 H -1.468 -0.065 -1.190
8 H -0.792 -1.333 1.435
9 H -1.602 -2.375 0.318
10 H -2.371 -0.991 0.977
11 H 1.729 1.649 -1.500
12 H -0.040 1.409 -1.952
13 H 0.520 2.323 -0.436
14 H 0.058 0.564 1.746
15 H 1.440 -0.429 1.207
16 H 1.562 1.304 1.087
17 H 0.919 -1.591 -0.485

## Properties
Frontier orbital gap, hartree: 0.4812
SMILES: C[C@@H]1N[N+]1(C)C
Largest force on an atom, eV Å⁻¹: 5.136
Total charge: +1

=====

Computed, not measured: the molecule C5H10O2, with ωB97M-V with the def2-TZVPD basis set.

Geometry (Å):
1 O -1.760 1.684 -1.109
2 C -0.624 1.731 -0.291
3 C 0.345 0.571 -0.623
4 C 1.158 0.079 0.603
5 C 0.707 -1.375 0.807
6 C -0.546 -1.501 -0.055
7 O -0.394 -0.558 -1.105
8 H -1.930 0.741 -1.230
9 H -0.888 1.706 0.781
10 H -0.100 2.679 -0.464
11 H 0.978 0.872 -1.464
12 H 0.959 0.738 1.457
13 H 2.236 0.122 0.419
14 H 0.497 -1.657 1.844
15 H 1.479 -2.047 0.425
16 H -1.468 -1.289 0.506
17 H -0.648 -2.496 -0.499

## Properties
Frontier orbital gap, hartree: 0.3957
SMILES: OC[C@H]1CCCO1
Largest force on an atom, eV Å⁻¹: 0.564